No. 1
{"formula": "C15H17NO2S", "method": "the ωB97M-V functional and the def2-TZVPD basis", "homo_energy_ha": -0.31141, "smiles": "O=C(Cc1ccccc1)NCCSCc1ccco1", "gap_ev": 9.15, "charge": 0, "energy_ev": -32251.251, "relative_energy_kcal_mol": 7.2, "symbols": ["S", "O", "O", "N", "C", "C", "C", "C", "C", "C", "C", "C", "C", "C", "C", "C", "C", "C", "C", "H", "H", "H", "H", "H", "H", "H", "H", "H", "H", "H", "H", "H", "H", "H", "H", "H"], "coordinates": [[-0.613, 1.679, -0.190], [-0.306, -3.288, 0.460], [-4.181, 1.953, 0.046], [0.522, -1.192, 0.358], [-4.493, 3.763, 1.299], [1.450, -2.837, -1.137], [-0.384, -0.618, 1.320], [-1.426, 0.270, 0.652], [3.634, -3.004, 0.076], [4.550, -0.657, -1.064], [-2.069, 2.350, -1.091], [4.887, -2.520, 0.402], [0.459, -2.484, -0.027], [-3.138, 2.787, -0.169], [-3.280, 3.916, 0.586], [2.824, -2.322, -0.825], [3.295, -1.142, -1.389], [-4.995, 2.555, 0.930], [5.349, -1.344, -0.167], [3.273, -3.920, 0.522], [-5.885, 2.029, 1.211], [5.507, -3.061, 1.102], [-0.886, -1.450, 1.821], [0.184, -0.037, 2.054], [-1.979, -0.290, -0.103], [6.328, -0.967, 0.087], [2.682, -0.603, -2.099], [1.452, -3.923, -1.238], [1.147, -0.559, -0.117], [-2.605, 4.746, 0.625], [-4.926, 4.459, 1.988], [-2.430, 1.567, -1.759], [4.904, 0.259, -1.513], [-1.673, 3.185, -1.666], [1.078, -2.401, -2.067], [-2.116, 0.672, 1.393]]}


No. 2
{"formula": "C41H45AlFN3PS", "method": "the ωB97M-V functional and the def2-TZVPD basis", "homo_energy_ha": -0.09049, "gap_ev": 4.86, "charge": -1, "energy_ev": -77160.514, "symbols": ["S", "P", "Al", "F", "N", "N", "N", "C", "C", "C", "C", "C", "C", "C", "C", "C", "C", "C", "C", "C", "C", "C", "C", "C", "C", "C", "C", "C", "C", "C", "C", "C", "C", "C", "C", "C", "C", "C", "C", "C", "C", "C", "C", "C", "C", "C", "C", "C", "H", "H", "H", "H", "H", "H", "H", "H", "H", "H", "H", "H", "H", "H", "H", "H", "H", "H", "H", "H", "H", "H", "H", "H", "H", "H", "H", "H", "H", "H", "H", "H", "H", "H", "H", "H", "H", "H", "H", "H", "H", "H", "H", "H", "H"], "coordinates": [[0.397, 2.639, 0.777], [3.074, 0.729, -0.425], [-0.790, 0.615, 0.553], [-2.562, -0.645, 0.708], [-2.039, 2.132, 0.084], [-1.366, 4.389, -0.305], [-0.582, -0.191, 2.258], [-1.221, 1.573, 4.605], [4.142, 2.042, 0.320], [-1.319, -0.398, -4.508], [-1.480, -0.893, -5.827], [-1.312, -1.320, 2.536], [-3.498, 0.700, -4.809], [0.184, 1.156, 4.150], [1.076, -1.274, -4.105], [-3.214, -2.687, 1.778], [1.240, 1.699, 4.873], [-2.379, -1.613, 1.695], [-3.624, 0.212, -6.108], [1.851, -2.072, -3.237], [2.258, -1.461, 2.111], [-1.988, 0.419, 5.257], [-2.994, -3.583, 2.826], [2.553, -2.672, 3.014], [-1.135, -2.220, 3.593], [3.599, -2.345, -4.884], [-0.194, -0.703, -3.654], [1.637, -1.015, -5.371], [2.549, 1.296, 4.654], [-2.573, 4.602, -0.792], [3.080, -2.591, -3.616], [2.792, 0.293, 3.741], [-3.256, 2.368, -0.415], [-3.562, 3.636, -0.872], [1.772, -0.294, 2.985], [-4.252, 1.255, -0.470], [-2.387, 0.410, -4.037], [-1.119, 3.142, 0.133], [4.390, -0.423, -1.002], [2.680, 1.531, -2.026], [1.454, -1.928, 0.899], [0.466, 0.197, 3.150], [-0.317, -0.437, -2.283], [-2.595, -0.593, -6.594], [-0.368, -0.182, -1.081], [-1.964, -3.329, 3.723], [-2.122, 2.278, 3.592], [2.861, -1.546, -5.753], [3.930, -1.239, -1.565], [-2.765, 5.610, -1.148], [-4.461, 0.886, 0.534], [-2.416, -0.248, 4.508], [-1.342, -0.175, 5.906], [-5.178, 1.603, -0.923], [5.113, 0.085, -1.648], [4.917, -0.850, -0.144], [-2.811, 0.811, 5.864], [2.241, 0.792, -2.704], [-2.476, 1.588, 2.828], [1.459, -2.268, -2.244], [0.575, -2.510, 1.188], [3.810, -0.051, 3.583], [-4.492, 0.440, -6.713], [-4.002, -2.823, 1.047], [3.257, -1.315, -6.736], [3.067, -3.447, 2.439], [-3.624, -4.456, 2.933], [-3.862, 0.424, -1.057], [-4.282, 1.331, -4.396], [3.176, -2.406, 3.870], [1.107, -0.359, -6.050], [4.552, -2.761, -5.185], [4.500, 1.728, 1.303], [1.622, -3.103, 3.392], [3.577, 1.960, -2.484], [-0.344, -2.032, 4.308], [1.029, 2.454, 5.621], [3.546, 2.947, 0.456], [5.000, 2.274, -0.320], [1.938, 2.314, -1.864], [-1.606, 3.104, 3.104], [-1.034, 2.302, 5.396], [-2.300, 0.812, -3.034], [3.365, 1.750, 5.202], [2.094, -2.588, 0.305], [-1.794, -4.012, 4.547], [-3.001, 2.677, 4.109], [-2.668, -1.005, -7.596], [1.141, -1.119, 0.244], [3.220, -1.119, 1.719], [-0.724, -1.550, -6.238], [3.640, -3.203, -2.916], [-4.536, 3.850, -1.287]]}


No. 3
{"formula": "C45H48F6O3", "method": "the ωB97M-V functional and the def2-TZVPD basis", "homo_energy_ha": -0.33153, "smiles": "Fc1ccccc1.Fc1ccccc1.Fc1ccccc1.Fc1ccccc1.Fc1ccccc1.Fc1ccccc1.CC(C)=O.CC(C)=O.CC(C)=O", "gap_ev": 9.41, "charge": 0, "energy_ev": -69889.269, "relative_energy_kcal_mol": 11.9, "symbols": ["F", "F", "F", "F", "F", "F", "O", "O", "O", "C", "C", "C", "C", "C", "C", "C", "C", "C", "C", "C", "C", "C", "C", "C", "C", "C", "C", "C", "C", "C", "C", "C", "C", "C", "C", "C", "C", "C", "C", "C", "C", "C", "C", "C", "C", "C", "C", "C", "C", "C", "C", "C", "C", "C", "H", "H", "H", "H", "H", "H", "H", "H", "H", "H", "H", "H", "H", "H", "H", "H", "H", "H", "H", "H", "H", "H", "H", "H", "H", "H", "H", "H", "H", "H", "H", "H", "H", "H", "H", "H", "H", "H", "H", "H", "H", "H", "H", "H", "H", "H", "H", "H"], "coordinates": [[-20.255, -26.531, -36.999], [-22.621, -31.582, -28.962], [-17.821, -34.060, -30.378], [-19.540, -33.296, -37.016], [-18.739, -26.622, -27.782], [-12.871, -30.946, -32.584], [-21.455, -36.789, -32.924], [-17.948, -30.650, -31.338], [-18.756, -29.703, -25.228], [-17.795, -32.689, -35.535], [-16.290, -35.912, -33.701], [-22.190, -26.043, -28.632], [-24.080, -33.420, -28.608], [-14.878, -30.679, -29.570], [-12.239, -31.171, -30.300], [-19.074, -29.796, -27.545], [-17.615, -36.114, -33.355], [-23.635, -37.097, -32.015], [-13.193, -30.942, -31.280], [-21.737, -33.662, -28.318], [-19.544, -29.578, -26.150], [-19.150, -30.638, -31.478], [-22.242, -34.943, -31.694], [-24.326, -34.664, -28.042], [-16.032, -34.393, -31.862], [-14.507, -30.677, -30.917], [-18.138, -35.508, -32.222], [-20.012, -26.220, -27.682], [-12.586, -31.183, -28.961], [-20.501, -25.777, -26.456], [-21.827, -25.373, -26.356], [-20.615, -28.127, -35.292], [-18.580, -31.192, -37.231], [-21.014, -29.332, -25.894], [-20.707, -27.730, -36.612], [-16.882, -31.732, -35.103], [-21.098, -29.383, -34.922], [-21.928, -34.964, -27.860], [-20.856, -26.385, -28.784], [-21.135, -28.617, -37.595], [-22.810, -32.879, -28.648], [-15.480, -35.071, -32.943], [-19.958, -29.536, -30.855], [-19.856, -31.679, -32.320], [-22.361, -36.353, -32.256], [-17.702, -30.215, -36.782], [-13.903, -30.960, -28.618], [-21.529, -30.279, -35.888], [-16.797, -30.504, -35.753], [-18.593, -32.433, -36.635], [-22.681, -25.552, -27.434], [-17.333, -34.652, -31.485], [-23.217, -35.457, -27.733], [-21.587, -29.856, -37.202], [-19.419, -31.012, -37.888], [-21.642, -34.253, -32.286], [-19.399, -31.926, -33.277], [-20.992, -28.450, -25.255], [-22.052, -30.516, -37.927], [-23.704, -25.331, -27.155], [-18.175, -30.403, -27.687], [-11.232, -31.395, -30.636], [-20.278, -27.453, -34.515], [-20.343, -28.789, -31.561], [-24.906, -32.781, -28.909], [-15.327, -30.526, -31.609], [-23.212, -34.452, -31.591], [-19.814, -30.353, -28.125], [-16.174, -29.739, -35.310], [-15.412, -33.754, -31.243], [-19.796, -32.535, -31.640], [-21.060, -28.339, -38.638], [-11.827, -31.366, -28.215], [-19.186, -35.691, -32.014], [-21.060, -29.684, -33.886], [-18.306, -36.756, -33.887], [-21.465, -29.126, -26.867], [-23.350, -36.433, -27.280], [-15.724, -36.451, -34.452], [-14.132, -30.892, -27.559], [-24.115, -37.481, -32.915], [-15.865, -30.376, -29.256], [-16.243, -32.111, -34.315], [-22.866, -26.150, -29.471], [-25.352, -34.957, -27.879], [-14.427, -34.981, -33.168], [-23.397, -38.024, -31.481], [-20.853, -29.772, -30.276], [-22.193, -24.956, -25.428], [-19.784, -25.857, -25.647], [-21.770, -34.989, -30.710], [-20.843, -31.291, -32.568], [-17.897, -33.665, -35.071], [-24.341, -36.523, -31.421], [-18.746, -28.872, -28.022], [-20.357, -26.644, -29.708], [-21.550, -30.163, -25.443], [-20.765, -33.186, -28.403], [-21.091, -35.509, -27.447], [-19.242, -28.997, -30.236], [-21.977, -31.219, -35.593], [-17.617, -29.222, -37.201]]}


No. 4
{"formula": "C4H11NO", "method": "the ωB97M-V functional and the def2-TZVPD basis", "homo_energy_ha": -0.35363, "smiles": "CC(N)=O.CC", "gap_ev": 10.41, "charge": 0, "energy_ev": -7863.744, "relative_energy_kcal_mol": 18.7, "symbols": ["O", "N", "C", "C", "C", "C", "H", "H", "H", "H", "H", "H", "H", "H", "H", "H", "H"], "coordinates": [[-1.066, -1.055, 2.469], [-2.591, -0.178, 1.121], [-1.066, -2.105, 0.387], [1.867, 1.599, -0.270], [1.973, 1.252, -1.735], [-1.629, -1.120, 1.382], [1.012, 1.106, 0.208], [-2.771, 0.533, 1.796], [2.980, 1.325, -2.134], [-1.282, -1.838, -0.657], [-3.140, -0.493, 0.332], [2.747, 1.507, 0.383], [-1.595, -3.059, 0.438], [1.364, 1.844, -2.428], [1.644, 2.638, 0.022], [-0.003, -2.207, 0.551], [1.555, 0.251, -1.863]]}


No. 5
{"formula": "C7H12", "method": "the ωB97M-V functional and the def2-TZVPD basis", "homo_energy_ha": -0.35889, "smiles": "CC1CC2(CC2)C1", "gap_ev": 10.93, "charge": 0, "energy_ev": -7452.126, "relative_energy_kcal_mol": 30.1, "symbols": ["C", "C", "C", "C", "C", "C", "C", "H", "H", "H", "H", "H", "H", "H", "H", "H", "H", "H", "H"], "coordinates": [[-0.235, 0.185, -1.004], [2.239, 0.720, -0.016], [-1.169, -0.443, 0.065], [0.890, 0.098, 0.006], [2.090, -0.771, -0.209], [-0.117, -0.037, 1.146], [-2.587, 0.115, 0.058], [-0.527, 1.230, -1.165], [-0.342, 0.909, 1.663], [2.242, -1.167, -1.212], [-3.248, -0.338, 0.805], [2.412, -1.437, 0.587], [-2.573, 1.200, 0.223], [-3.060, -0.032, -0.924], [2.632, 1.065, 0.936], [-0.095, -0.288, -1.984], [-1.174, -1.542, 0.015], [0.128, -0.803, 1.885], [2.494, 1.335, -0.875]]}